138
Properties=species:S:1:pos:R:3:lowdin_charge:R:1 method="wB97M-V/def2-TZVPD" homo_energy_ha=-0.3151 multiplicity=1 homo_lumo_gap_ev=9.3 e_tot_ev=-64518.30335 relative_energy_kj_mol=0.00 lumo_energy_ev=0.71
C 1.20133 -17.14390 11.39143 -0.104
O 0.82196 -17.92082 10.28589 -0.206
C 0.74980 -19.28348 10.57876 -0.228
C 0.27444 -20.08093 9.36926 -0.411
C -0.54723 -19.25232 8.39975 -0.066
N -0.60174 -21.18109 9.85927 0.026
H 1.48814 -16.16396 11.02214 0.089
H 2.03085 -17.59897 11.95266 0.089
H 0.39843 -17.06330 12.14012 0.085
H 1.72518 -19.68615 10.90211 0.127
H 0.06724 -19.48808 11.41620 0.118
H 1.08591 -20.55564 8.80607 0.131
H -1.44834 -18.94725 8.92905 0.052
H -0.76506 -19.86705 7.52436 0.086
H 0.02860 -18.40054 8.04527 0.072
H -1.11226 -21.61070 9.09940 0.067
H -0.03829 -21.88631 10.31650 0.068
C -9.80073 -20.50342 4.16295 -0.119
O -9.03729 -20.09637 5.26926 -0.186
C -8.91764 -18.69428 5.36144 -0.229
C -7.79883 -18.34627 6.30177 -0.441
C -7.66357 -16.83725 6.40960 -0.060
N -6.54844 -18.89108 5.74902 0.061
H -10.79355 -20.03872 4.11348 0.088
H -9.96557 -21.57869 4.22532 0.087
H -9.27589 -20.29347 3.22229 0.091
H -8.67741 -18.24392 4.38490 0.133
H -9.87659 -18.24647 5.65687 0.134
H -7.97697 -18.72112 7.31969 0.127
H -8.59156 -16.36510 6.74505 0.087
H -7.46789 -16.38507 5.43262 0.072
H -6.84445 -16.55094 7.06965 0.054
H -6.71630 -19.83860 5.42463 0.070
H -5.88212 -18.99068 6.51042 0.056
C -6.36707 -14.73019 9.28980 -0.077
O -6.73071 -13.99325 10.45635 -0.200
C -6.69429 -14.75733 11.63521 -0.216
C -5.27041 -14.98788 12.14420 -0.458
C -5.27918 -15.80684 13.41393 -0.071
N -4.55636 -13.72838 12.37117 0.051
H -6.73168 -15.76227 9.30808 0.078
H -5.28023 -14.73706 9.16721 0.076
H -6.81152 -14.21284 8.44068 0.082
H -7.20140 -14.17437 12.41651 0.130
H -7.24067 -15.70504 11.56702 0.110
H -4.76589 -15.56713 11.36394 0.113
H -5.89355 -15.31468 14.17944 0.081
H -4.29749 -15.92802 13.87176 0.073
H -5.67771 -16.81230 13.26605 0.070
H -4.57815 -13.22038 11.48938 0.066
H -5.11394 -13.15413 13.00044 0.072
C -1.28678 -11.56865 8.56049 -0.126
O -0.07282 -10.91734 8.33558 -0.205
C 0.23170 -9.95635 9.32270 -0.218
C 1.41482 -9.11213 8.90234 -0.429
C 1.17440 -8.42108 7.57003 -0.053
N 2.67771 -9.87305 8.81537 0.039
H -1.37047 -12.29967 7.75527 0.062
H -2.14614 -10.88246 8.55363 0.094
H -1.42293 -12.14363 9.48949 0.093
H -0.64448 -9.30083 9.45962 0.129
H 0.42715 -10.45047 10.28461 0.128
H 1.56729 -8.38911 9.71029 0.131
H 0.53079 -7.54545 7.66703 0.079
H 0.55599 -9.08133 6.94878 0.064
H 2.10453 -8.24068 7.04081 0.079
H 2.70272 -10.60710 9.51597 0.067
H 2.70555 -10.36192 7.92541 0.057
C -2.69511 -17.81595 11.90534 -0.103
O -3.96565 -17.89126 11.30993 -0.207
C -4.21184 -19.13054 10.67887 -0.208
C -5.52669 -19.10466 9.97079 -0.435
C -6.78420 -18.73113 10.74256 -0.044
N -5.68416 -20.37739 9.21177 0.048
H -2.61225 -18.44942 12.79865 0.098
H -2.55261 -16.79354 12.25942 0.087
H -1.90823 -18.04704 11.17792 0.071
H -3.38444 -19.35650 9.99354 0.109
H -4.13174 -19.92816 11.44419 0.139
H -5.41724 -18.30916 9.21718 0.109
H -7.66847 -18.86462 10.12027 0.073
H -6.69346 -17.75022 11.20035 0.045
H -6.94826 -19.43621 11.57379 0.088
H -6.56410 -20.31332 8.70752 0.052
H -5.86026 -21.05941 9.94979 0.072
C 1.67828 -15.54281 6.72946 -0.117
O 2.03581 -14.25263 6.30933 -0.184
C 0.91475 -13.49161 5.87493 -0.204
C 1.41886 -12.29119 5.09180 -0.424
C 0.22316 -11.44162 4.67403 -0.063
N 2.14771 -12.68281 3.88878 0.045
H 1.09179 -15.50372 7.65850 0.080
H 2.60055 -16.08099 6.94554 0.089
H 1.10031 -16.09055 5.97635 0.086
H 0.24475 -14.16419 5.32713 0.125
H 0.40819 -13.06728 6.75554 0.108
H 2.07222 -11.72981 5.76468 0.131
H -0.33328 -11.13661 5.56852 0.063
H -0.44052 -12.05510 4.06193 0.066
H 0.48841 -10.50076 4.19532 0.084
H 1.61563 -12.70796 3.03194 0.061
H 2.59576 -13.58303 4.00391 0.064
C -7.39660 -11.34669 8.57726 -0.106
O -7.10397 -11.85127 7.29839 -0.188
C -5.95686 -11.29781 6.68454 -0.213
C -6.10501 -11.50091 5.18376 -0.210
N -4.93636 -11.08151 4.44055 -0.063
C -3.71951 -11.87181 4.59471 -0.182
C -3.72737 -13.17125 3.79659 -0.195
O -4.28857 -14.18704 4.59353 -0.241
C -4.92848 -15.26033 3.94449 -0.079
H -7.27288 -12.12622 9.34069 0.064
H -8.42035 -10.97204 8.64237 0.086
H -6.73526 -10.53430 8.89901 0.087
H -5.05675 -11.83881 6.99841 0.112
H -5.88705 -10.22851 6.89203 0.124
H -6.95507 -10.90498 4.83776 0.123
H -6.40883 -12.54108 4.98618 0.114
H -5.13171 -10.85477 3.47921 0.105
H -3.61407 -12.14990 5.64538 0.101
H -2.87090 -11.23120 4.35461 0.107
H -2.70459 -13.43877 3.48975 0.119
H -4.33201 -13.06315 2.88691 0.125
H -5.16253 -15.95465 4.74823 0.064
H -4.32103 -15.75221 3.17841 0.097
H -5.87021 -14.95049 3.47386 0.094
C -1.97280 -15.55415 8.59797 -0.045
C -2.74002 -15.71791 7.32339 -0.468
C -3.62121 -16.94941 7.29524 -0.035
O -3.56581 -14.54844 7.21490 -0.066
H -1.41531 -14.61444 8.57988 0.062
H -1.27690 -16.34224 8.89830 0.065
H -2.63854 -15.47784 9.46789 0.081
H -2.03719 -15.73180 6.48002 0.136
H -3.08569 -17.87428 7.51441 0.074
H -4.13956 -17.01466 6.33330 0.059
H -4.45912 -16.86712 7.99457 0.058
H -3.74701 -14.40672 6.27309 0.038